No. 1
# C20H20N2O5

A cluster of 3 separate species, C20H20N2O5 in total in a non-equilibrium geometry (ωB97M-V with the def2-TZVPD basis set, the Open Molecules 2025 dataset).

HOMO-LUMO gap ... 8.3 eV
M ... 368.4 g/mol
SMILES string ... N#CC[C@H](C#N)CCCCO.O=C1C=CC(=O)C=C1.O=C1C=CC(=O)C=C1
E_LUMO ... -1.91 eV
Highest occupied orbital energy ... -10.190 eV
Strongest force on any atom ... 12.5 eV/A
2S+1 ... 1
Energy relative to the best compared isomer or geometry (same formula, charge and spin) ... 1076.1 kJ/mol

```
47
C20H20N2O5 | the Open Molecules 2025 dataset | ωB97M-V with the def2-TZVPD basis set
N 1.2363 -1.9665 1.1911
C 0.1746 -1.1971 1.0699
C -0.9501 -0.1463 0.4983
C -1.1542 -0.2351 -1.1597
C -2.1611 1.0520 -1.5172
N -2.7162 2.1012 -2.0833
C -1.7569 -1.6822 -1.6400
C -1.3728 -2.1259 -3.1697
C -1.3499 -0.8934 -4.2622
C 0.1721 -0.2872 -4.4327
O 0.8018 -0.9369 -5.6244
H -1.9631 -0.2570 1.0770
H -0.5464 0.9535 0.7159
H -0.0849 -0.1115 -1.6195
H -1.2842 -2.5027 -0.9174
H -2.9264 -1.7856 -1.5365
H -0.3347 -2.6800 -3.2533
H -2.2331 -2.8655 -3.5406
H -1.6484 -1.3871 -5.3078
H -2.1767 -0.0680 -4.0711
H 0.1018 0.8803 -4.6050
H 0.8864 -0.5325 -3.5300
H 1.7843 -0.7630 -5.5240
C 4.5260 -1.2242 1.8801
C 5.1331 -2.3896 2.1242
C 6.6033 -2.4823 2.2200
O 7.1598 -3.5489 2.4414
C 7.3760 -1.2376 2.0373
C 6.7690 -0.0722 1.7931
C 5.2988 0.0205 1.6974
O 4.7422 1.0871 1.4760
H 3.4487 -1.1390 1.8061
H 4.5802 -3.3112 2.2613
H 8.4533 -1.3228 2.1113
H 7.3218 0.8495 1.6560
C -3.2405 3.3227 3.1496
C -4.4459 3.3697 3.7249
C -5.6206 2.7349 3.0952
O -6.7247 2.7791 3.6201
C -5.4112 2.0452 1.8067
C -4.2058 1.9982 1.2314
C -3.0312 2.6330 1.8611
O -1.9270 2.5887 1.3362
H -2.3687 3.7837 3.5977
H -4.6156 3.8711 4.6702
H -6.2830 1.5842 1.3586
H -4.0361 1.4968 0.2861
```

Taken from the Mulliken analysis, the atomic charges in e are: number 1, N, carries -0.55; number 2, C, carries 0.04; number 3, C, carries -0.40; number 4, C, carries 0.58; number 5, C, carries -0.03; number 6, N, carries -0.56; number 7, C, carries -0.47; number 8, C, carries -0.61; number 9, C, carries -0.53; number 10, C, carries -0.35; number 11, O, carries -0.54; number 12, H, carries 0.29; number 13, H, carries 0.39; number 14, H, carries 0.14; number 15, H, carries 0.30; number 16, H, carries 0.28; number 17, H, carries 0.30; number 18, H, carries 0.28; number 19, H, carries 0.33; number 20, H, carries 0.28; number 21, H, carries 0.23; number 22, H, carries 0.32; number 23, H, carries 0.32; number 24, C, carries -0.26; number 25, C, carries -0.32; number 26, C, carries 0.37; number 27, O, carries -0.55; number 28, C, carries -0.37; number 29, C, carries -0.33; number 30, C, carries 0.32; number 31, O, carries -0.56; number 32, H, carries 0.46; number 33, H, carries 0.43; number 34, H, carries 0.40; number 35, H, carries 0.41; number 36, C, carries -0.46; number 37, C, carries -0.40; number 38, C, carries 0.28; number 39, O, carries -0.55; number 40, C, carries -0.52; number 41, C, carries 0.16; number 42, C, carries 0.50; number 43, O, carries -0.55; number 44, H, carries 0.42; number 45, H, carries 0.41; number 46, H, carries 0.43; number 47, H, carries 0.22

=====

No. 2
# C4H7NOS

An isolated molecule of C4H7NOS in a non-equilibrium geometry (ωB97M-V with the def2-TZVPD basis set, the Open Molecules 2025 dataset).

HOMO-LUMO gap ... 8.5 eV
M ... 117.2 g/mol
SMILES string ... C=C(OC)C(N)=S
E_LUMO ... 0.13 eV
Highest occupied orbital energy ... -8.352 eV
Strongest force on any atom ... 2.9 eV/A
2S+1 ... 1
Energy relative to the best compared isomer or geometry (same formula, charge and spin) ... 134.2 kJ/mol

```
14
C4H7NOS | the Open Molecules 2025 dataset | ωB97M-V with the def2-TZVPD basis set
C -1.9945 0.0640 0.0085
C 0.3470 -0.3565 -0.1073
C 0.2370 -1.7084 -0.0048
C 1.6234 0.3968 -0.0827
H -2.2775 -0.6925 -0.7348
H -2.6735 0.9428 -0.0909
H -2.0664 -0.2714 0.9748
H 1.0399 -2.4063 0.1377
H -0.7874 -2.1499 0.0771
H 0.5323 2.0473 -0.2047
H 2.2184 2.2618 0.2376
N 1.4285 1.7028 0.0456
O -0.7274 0.5401 -0.1901
S 3.1001 -0.3706 -0.0662
```

Taken from the Mulliken analysis, the atomic charges in e are: number 1, C, carries -0.92; number 2, C, carries 0.71; number 3, C, carries -0.93; number 4, C, carries 0.13; number 5, H, carries 0.32; number 6, H, carries 0.23; number 7, H, carries 0.47; number 8, H, carries 0.32; number 9, H, carries 0.24; number 10, H, carries 0.28; number 11, H, carries 0.18; number 12, N, carries -0.28; number 13, O, carries -0.39; number 14, S, carries -0.36

=====

No. 3
# H29MnO18P

A structure of composition H29MnO18P in a non-equilibrium geometry (ωB97M-V with the def2-TZVPD basis set, the Open Molecules 2025 dataset).

HOMO-LUMO gap (spin up / spin down) ... 8.6 / 8.3 eV
⟨S²⟩ ... 8.755
M ... 403.1 g/mol
E_LUMO (spin up / spin down) ... -1.49 / -1.82 eV
Highest occupied orbital energy (spin up / spin down) ... -10.093 / -10.091 eV
Strongest force on any atom ... 3.3 eV/A
2S+1 ... 6

```
49
H29MnO18P | the Open Molecules 2025 dataset | ωB97M-V with the def2-TZVPD basis set
O -2.2569 0.9495 -2.2312
H -2.4018 0.1657 -2.8082
H -3.1100 1.3365 -1.9632
H -1.7506 0.5945 -1.4084
Mn 1.6366 -0.0339 2.0665
P 0.1426 0.1262 -0.0990
O 0.4530 -0.1043 -1.6105
O -1.3512 0.5159 0.1505
O 1.0932 1.1449 0.5934
O 0.5835 -1.1111 0.8030
O -3.1372 -1.6279 -0.1409
H -2.5351 -2.2893 0.2395
H -2.6703 -0.7883 -0.0313
O 2.1490 -1.4733 3.4695
H 2.0317 -1.7907 4.3728
H 2.0828 -2.2740 2.9167
O 0.9447 2.4848 -2.2698
H 0.6908 1.5660 -2.0399
H 1.6201 2.7392 -1.6307
O 0.4958 3.7737 1.0504
H -0.4135 3.8578 0.7469
H 0.7150 2.8245 0.9462
O 3.0872 2.7429 -0.1577
H 2.3595 2.1649 0.1656
H 3.6744 2.8632 0.5939
O -2.2749 2.8970 0.6551
H -3.0649 2.7946 1.1945
H -1.7848 2.0382 0.7473
O -1.0376 -3.1694 1.2648
H -0.2858 -2.5544 1.0901
H -0.7874 -3.9965 0.8363
O 3.0271 -1.2429 -1.8729
H 3.5470 -0.5507 -1.4497
H 2.1012 -0.9273 -1.8104
O 1.7971 -3.1547 -0.4504
H 2.5824 -2.8148 -0.9195
H 1.3539 -2.3494 -0.1311
O -0.0300 0.4992 3.2064
H -0.0147 0.7876 4.1267
H -0.9832 0.3845 2.9993
O -0.8039 -2.4655 -2.1043
H -0.4605 -3.0612 -1.4308
H -0.4214 -1.5902 -1.8825
O -2.7025 0.2284 2.4425
H -2.2048 0.2009 1.5921
H -3.6297 0.2729 2.1933
O 0.5115 -0.4758 -4.2512
H 0.9387 0.3520 -4.4970
H 0.4939 -0.4599 -3.2725
```

Taken from the Mulliken analysis, the atomic charges in e are: number 1, O, carries -0.42; number 2, H, carries 0.48; number 3, H, carries 0.48; number 4, H, carries 0.27; number 5, Mn, carries 0.47; number 6, P, carries 0.98; number 7, O, carries 0.51; number 8, O, carries -0.91; number 9, O, carries -0.53; number 10, O, carries -0.19; number 11, O, carries -0.69; number 12, H, carries 0.44; number 13, H, carries 0.33; number 14, O, carries -0.56; number 15, H, carries 0.31; number 16, H, carries 0.33; number 17, O, carries -0.71; number 18, H, carries 0.09; number 19, H, carries 0.39; number 20, O, carries -0.73; number 21, H, carries 0.36; number 22, H, carries 0.19; number 23, O, carries -0.68; number 24, H, carries 0.43; number 25, H, carries 0.32; number 26, O, carries -0.73; number 27, H, carries 0.28; number 28, H, carries 0.36; number 29, O, carries -0.74; number 30, H, carries 0.25; number 31, H, carries 0.33; number 32, O, carries -0.73; number 33, H, carries 0.35; number 34, H, carries 0.22; number 35, O, carries -0.67; number 36, H, carries 0.41; number 37, H, carries 0.09; number 38, O, carries -0.52; number 39, H, carries 0.32; number 40, H, carries 0.38; number 41, O, carries -0.69; number 42, H, carries 0.37; number 43, H, carries 0.09; number 44, O, carries -0.80; number 45, H, carries 0.15; number 46, H, carries 0.36; number 47, O, carries -0.69; number 48, H, carries 0.33; number 49, H, carries 0.35

=====

No. 4
# C5H9N3

A structure of composition C5H9N3 in a non-equilibrium geometry (ωB97M-V with the def2-TZVPD basis set, the Open Molecules 2025 dataset).

HOMO-LUMO gap ... 9.6 eV
M ... 111.1 g/mol
E_LUMO ... -10.24 eV
Highest occupied orbital energy ... -19.824 eV
Strongest force on any atom ... 4.9 eV/A
2S+1 ... 1
Energy relative to the best compared isomer or geometry (same formula, charge and spin) ... 324.9 kJ/mol
Net charge ... +2

```
17
C5H9N3 | the Open Molecules 2025 dataset | ωB97M-V with the def2-TZVPD basis set
C 2.0726 -0.7433 -1.1312
C 0.6247 0.1393 0.2361
C -0.2569 -0.3030 -1.3881
C -0.1531 -0.4233 1.7353
C 0.1767 1.1238 1.2727
N 1.8801 -0.1969 0.0129
N 0.8394 -0.8806 -1.9066
N -1.4405 -0.0150 -1.8740
H 3.1149 -1.1469 -1.4971
H 0.0322 -0.3819 2.7768
H 0.4839 -1.3244 1.7015
H -1.2422 -0.6589 1.7091
H 0.9049 1.4387 1.9846
H -0.6642 1.7133 1.2310
H 0.8952 -1.3096 -2.8001
H -2.3128 0.4295 -1.5584
H -1.5226 -0.2935 -2.8813
```

Taken from the Mulliken analysis, the atomic charges in e are: number 1, C, carries -0.14; number 2, C, carries 1.03; number 3, C, carries 0.47; number 4, C, carries -0.95; number 5, C, carries -0.69; number 6, N, carries -0.40; number 7, N, carries -0.09; number 8, N, carries -0.29; number 9, H, carries 0.38; number 10, H, carries 0.45; number 11, H, carries 0.40; number 12, H, carries 0.37; number 13, H, carries 0.34; number 14, H, carries 0.32; number 15, H, carries 0.23; number 16, H, carries 0.28; number 17, H, carries 0.29

=====

No. 5
# C5H18Si3

A structure of composition C5H18Si3 in a non-equilibrium geometry (ωB97M-V with the def2-TZVPD basis set, the Open Molecules 2025 dataset).

HOMO-LUMO gap ... 9.9 eV
M ... 162.5 g/mol
E_LUMO ... 0.78 eV
Highest occupied orbital energy ... -9.126 eV
Strongest force on any atom ... 4.0 eV/A
2S+1 ... 1
Energy relative to the best compared isomer or geometry (same formula, charge and spin) ... 185.6 kJ/mol

```
26
C5H18Si3 | the Open Molecules 2025 dataset | ωB97M-V with the def2-TZVPD basis set
C 1.9529 -0.5552 1.0170
C 1.5891 -0.5219 -1.3760
C -1.9478 0.2093 -0.6153
C -0.3753 -0.4359 0.3574
C 0.9993 -0.0672 -0.0556
Si -2.8235 1.4989 0.4780
Si -0.5832 -2.3118 0.3437
Si 1.3045 1.8982 -0.2429
H 2.9176 -0.0993 1.0042
H 2.0203 -1.6608 0.9121
H 1.5518 -0.2926 1.9586
H 2.4191 0.1499 -1.6300
H 1.7315 -1.6267 -1.6203
H 0.7699 -0.3569 -2.1165
H -2.6364 -0.5746 -0.8070
H -1.3617 0.5464 -1.4845
H -0.6202 -0.1140 1.3479
H -1.7758 2.4731 0.7388
H -3.2007 0.7187 1.7666
H -4.0702 2.1508 -0.2157
H 0.5744 -3.2389 0.5208
H -1.0229 -2.7152 -0.9554
H -1.4554 -2.8262 1.4840
H 2.6122 2.1892 0.3227
H 0.0954 2.8079 0.3362
H 1.3432 2.0773 -1.6792
```

Taken from the Mulliken analysis, the atomic charges in e are: number 1, C, carries -1.85; number 2, C, carries -1.65; number 3, C, carries -0.91; number 4, C, carries -0.71; number 5, C, carries 1.00; number 6, Si, carries 0.46; number 7, Si, carries 0.49; number 8, Si, carries 0.52; number 9, H, carries 0.49; number 10, H, carries 0.36; number 11, H, carries 0.53; number 12, H, carries 0.45; number 13, H, carries 0.29; number 14, H, carries 0.42; number 15, H, carries 0.49; number 16, H, carries 0.37; number 17, H, carries 0.62; number 18, H, carries -0.18; number 19, H, carries -0.08; number 20, H, carries -0.13; number 21, H, carries -0.17; number 22, H, carries -0.16; number 23, H, carries -0.18; number 24, H, carries -0.17; number 25, H, carries -0.18; number 26, H, carries -0.11

=====

No. 6
# C8H17PS

A structure of composition C8H17PS in a non-equilibrium geometry (ωB97M-V with the def2-TZVPD basis set, the Open Molecules 2025 dataset).

HOMO-LUMO gap ... 7.7 eV
M ... 176.3 g/mol
E_LUMO ... -0.16 eV
Highest occupied orbital energy ... -7.838 eV
Strongest force on any atom ... 5.1 eV/A
2S+1 ... 1
Energy relative to the best compared isomer or geometry (same formula, charge and spin) ... 387.5 kJ/mol

```
27
C8H17PS | the Open Molecules 2025 dataset | ωB97M-V with the def2-TZVPD basis set
C 0.2226 -0.5479 -3.9415
C -0.2251 -1.6684 -3.4072
C -2.6414 -0.8518 0.6014
C 0.7162 2.0260 1.9865
C 2.4898 -0.0222 -0.2932
C -1.6566 0.3334 0.8588
C 0.5650 0.5334 2.1613
C -0.1415 -0.1915 0.9938
P 0.6710 0.1665 -0.6607
S 0.1068 -2.1762 -1.8081
H 0.1394 -0.3005 -4.9941
H 0.6871 0.3992 -3.3583
H -0.5589 -2.5390 -3.8728
H -2.5736 -1.2266 -0.3805
H -2.4119 -1.5672 1.3369
H -3.6710 -0.4909 0.9617
H 1.0939 2.2628 1.0764
H -0.3862 2.4701 1.9491
H 1.2758 2.6687 2.7388
H 3.1626 -0.2417 -1.1050
H 2.8506 -0.5766 0.5480
H 2.5187 1.1059 -0.0663
H -1.8732 0.6850 1.9066
H -1.7119 1.0113 -0.0513
H 1.4988 -0.0910 2.5281
H -0.0572 0.0492 3.0236
H -0.0899 -1.2198 1.2678
```

Taken from the Mulliken analysis, the atomic charges in e are: number 1, C, carries -0.56; number 2, C, carries -0.08; number 3, C, carries -1.37; number 4, C, carries -1.06; number 5, C, carries -0.93; number 6, C, carries -0.59; number 7, C, carries -0.84; number 8, C, carries 0.14; number 9, P, carries -0.13; number 10, S, carries -0.23; number 11, H, carries 0.26; number 12, H, carries 0.12; number 13, H, carries 0.34; number 14, H, carries 0.34; number 15, H, carries 0.40; number 16, H, carries 0.32; number 17, H, carries 0.32; number 18, H, carries 0.21; number 19, H, carries 0.32; number 20, H, carries 0.33; number 21, H, carries 0.32; number 22, H, carries 0.26; number 23, H, carries 0.41; number 24, H, carries 0.30; number 25, H, carries 0.32; number 26, H, carries 0.40; number 27, H, carries 0.66